Version w
Here is a gas-phase ion, C2H7N4O (charge +1) from the OMol25 dataset. Energies are from ωB97M-V/def2-TZVPD.

CARTESIAN COORDINATES (ANGSTROEM)
C: -1.28320 -0.15970 0.41888
C: 1.27386 -0.11324 -0.18860
N: -0.81734 -1.13642 -0.45449
N: -0.57627 1.04428 0.23134
N: -0.27378 1.86654 1.13841
N: 0.52278 -0.98633 -1.15467
O: -2.31236 -0.26066 1.00351
H: 2.06609 0.42023 -0.65178
H: 1.50103 -0.72744 0.58134
H: -1.08230 -2.12651 -0.46722
H: -0.40556 1.79484 2.08662
H: 0.09680 2.75366 0.79032
H: 0.39566 -0.54746 -2.04761
H: 0.89460 -1.82180 -1.28604

Properties
E_LUMO (alpha / beta) = -4.83 / -4.71 eV
Total charge = +1



Version x
Here is 2 unconnected molecules or ions with the total composition C2H7N4O from the OMol25 dataset. Energies are from ωB97M-V/def2-TZVPD.

CARTESIAN COORDINATES (ANGSTROEM)
C: 1.21509 -0.18060 -0.05258
C: 0.83324 1.24448 -0.32617
N: 2.00572 -0.88750 -0.64041
N: 0.25998 -0.48003 1.03827
N: -1.64397 -0.79611 -0.65091
N: -0.76047 0.34712 0.82752
O: -0.38897 1.47768 0.31032
H: 1.59042 1.90769 0.13714
H: 0.59422 1.34140 -1.39110
H: 2.05750 -1.85524 -0.19893
H: -0.02276 -1.41790 1.22592
H: -2.60617 -1.09036 -0.56068
H: -1.68131 -0.00435 -1.32303
H: -1.45251 0.39373 1.60464

Properties
E_LUMO (alpha / beta) = -6.07 / -5.48 eV
Total charge = +1



version w takes first place; second place is 0.0403 hartree up.



Version w
Here is C2H3ClO2S in the gas phase from the OMol25 dataset. Energies are from ωB97M-V/def2-TZVPD.

CARTESIAN COORDINATES (ANGSTROEM)
C: 0.58113 0.12714 -0.92776
C: -0.28400 0.51415 0.27563
O: -0.26360 -2.02764 0.45186
O: 0.06322 0.44866 1.59397
S: -0.83209 -1.05323 -0.46469
Cl: -1.18161 1.94939 -0.35635
H: 0.63086 0.90947 -1.62743
H: 1.45844 -0.40489 -0.88143
H: -0.17234 -0.46304 1.93620

Properties
E_LUMO = 0.62 eV
Total charge = 0



Version x
Here is C2H3ClO2S in the gas phase from the OMol25 dataset. Energies are from ωB97M-V/def2-TZVPD.

CARTESIAN COORDINATES (ANGSTROEM)
C: -0.43769 0.12279 0.09808
C: 1.05279 -0.58168 0.32188
O: -2.66858 0.00084 -1.10428
O: -0.67594 1.45610 0.20182
S: -1.57908 -0.79544 -0.65010
Cl: 2.05905 -0.01769 -1.08923
H: 0.84944 -1.73719 0.19475
H: 1.31589 -0.30751 1.40672
H: 0.08413 1.85978 0.62037

Properties
E_LUMO = 0.13 eV
Total charge = 0



version x takes first place; second place is 0.0022 hartree up.